Record 1
DFT (ωB97M-V with the def2-TZVPD basis set) results for C37H33BrClF4N4OPRu as an isolated structure in a non-equilibrium geometry.

## Properties
Orbital gap (spin up / spin down) = 5.5 / 6.8 eV
Highest occupied orbital energy (spin up / spin down) = -8.73 / -10.97 eV
Lowest unoccupied orbital energy (spin up / spin down) = -3.219 / -4.185 eV
Total energy = -5593.2508 hartree
2S+1 = 6
Molecular weight = 873.09 g mol⁻¹
Total charge = +1

Atoms and positions in Å:
Ru 0.000 0.000 0.000
F -3.446 6.630 0.004
C -2.468 5.712 -0.003
C -1.140 6.112 -0.055
F -0.837 7.417 -0.103
C -0.119 5.163 -0.067
F 1.147 5.590 -0.153
C -0.416 3.799 -0.016
P 0.738 2.401 0.000
C 1.766 2.708 -1.468
C 3.150 2.485 -1.482
C 3.903 2.678 -2.646
C 3.279 3.065 -3.829
C 1.902 3.250 -3.851
C 1.154 3.066 -2.685
C 1.719 2.781 1.482
C 2.719 3.758 1.557
C 3.400 4.003 2.755
C 3.087 3.277 3.900
C 2.095 2.304 3.850
C 1.418 2.059 2.651
C -1.761 3.421 0.016
Br -2.089 1.567 0.000
C -2.784 4.362 0.027
F -4.068 3.979 0.056
H 3.670 2.145 -0.589
H 4.977 2.512 -2.630
H 3.863 3.205 -4.735
H 1.404 3.526 -4.777
H 0.075 3.187 -2.753
H 2.985 4.356 0.688
H 4.172 4.768 2.790
H 3.614 3.471 4.831
H 1.843 1.735 4.741
H 0.645 1.292 2.645
C 1.333 -4.519 0.486
N 1.325 -3.931 -0.842
C 2.020 -4.666 -1.884
C 1.593 -4.210 -3.259
C 1.806 -2.716 -3.318
N 1.116 -2.040 -2.235
C 0.900 -0.612 -2.391
C 1.004 -2.585 -0.962
O 0.624 -1.919 0.000
H 1.018 -5.565 0.421
H 0.655 -3.994 1.164
H 2.350 -4.465 0.886
H 1.801 -5.734 -1.770
H 3.096 -4.520 -1.737
H 0.534 -4.446 -3.421
H 2.174 -4.718 -4.036
H 1.430 -2.333 -4.273
H 2.870 -2.466 -3.245
H 0.449 -0.419 -3.369
H 1.866 -0.102 -2.324
H 0.235 -0.217 -1.618
N 5.996 -1.698 -2.281
C 5.272 -1.157 -1.554
C 4.383 -0.489 -0.658
C 4.863 0.293 0.394
C 3.957 0.926 1.243
C 2.602 0.751 1.009
N 2.108 0.000 0.000
C 3.009 -0.604 -0.811
H 5.931 0.414 0.556
H 4.300 1.540 2.069
H 1.857 1.224 1.644
H 2.573 -1.199 -1.610
Cl -6.652 -4.761 0.005
C -5.265 -3.743 -0.001
C -4.837 -3.148 1.183
C -3.702 -2.331 1.179
C -2.999 -2.106 -0.009
C -1.790 -1.301 0.000
C -3.440 -2.705 -1.194
C -4.572 -3.525 -1.190
H -5.374 -3.319 2.112
H -3.371 -1.878 2.110
H -1.109 -1.282 -0.877
H -1.179 -1.220 0.923
H -2.902 -2.550 -2.126
H -4.902 -3.992 -2.114
H 0.000 0.000 1.828

Record 2
DFT (ωB97M-V with the def2-TZVPD basis set) results for C37H33BrN4P2PdSTe as an isolated structure.

## Properties
Orbital gap (spin up / spin down) = 7.1 / 4.3 eV
Highest occupied orbital energy (spin up / spin down) = -12.11 / -12.72 eV
Lowest unoccupied orbital energy (spin up / spin down) = -5.027 / -8.396 eV
Total energy = -5698.9433 hartree
2S+1 = 5
Molecular weight = 941.64 g mol⁻¹
Total charge = +2

Atoms and positions in Å:
Pd -1.255 0.027 -1.584
Te 2.439 -2.116 1.325
C 2.714 -0.923 2.994
C 3.195 -1.528 4.154
C 3.332 -0.729 5.284
N 3.044 0.566 5.304
C 2.606 1.130 4.183
C 2.418 0.436 2.998
C 1.115 -0.958 0.252
P -0.662 -0.949 0.521
C -1.110 -2.698 0.657
C -0.418 -3.704 -0.014
C -0.853 -5.020 0.054
C -1.992 -5.340 0.778
C -2.707 -4.337 1.421
C -2.273 -3.023 1.359
C -0.971 -0.220 2.135
C -1.392 1.111 2.162
C -1.541 1.764 3.377
C -1.281 1.086 4.562
C -0.893 -0.248 4.537
C -0.743 -0.904 3.327
P 1.595 -0.356 -1.312
C 1.258 1.417 -1.448
C 1.452 2.003 -2.705
C 1.431 3.379 -2.850
C 1.215 4.191 -1.741
C 1.014 3.621 -0.492
C 1.045 2.243 -0.343
C 3.385 -0.569 -1.381
C 3.873 -1.699 -2.040
C 5.234 -1.972 -2.029
C 6.103 -1.112 -1.371
C 5.621 0.022 -0.726
C 4.264 0.299 -0.730
H 3.443 -2.580 4.206
H 3.690 -1.161 6.211
H 2.384 2.191 4.230
H 2.041 0.934 2.118
H 0.433 -3.470 -0.644
H -0.307 -5.794 -0.469
H -2.328 -6.366 0.835
H -3.605 -4.579 1.975
H -2.839 -2.255 1.873
H -1.638 1.620 1.235
H -1.882 2.791 3.401
H -1.402 1.592 5.511
H -0.719 -0.776 5.466
H -0.461 -1.952 3.314
H 1.666 1.380 -3.569
H 1.600 3.821 -3.823
H 1.206 5.268 -1.852
H 0.839 4.251 0.370
H 0.890 1.809 0.635
H 3.192 -2.360 -2.566
H 5.614 -2.845 -2.543
H 7.165 -1.318 -1.369
H 6.309 0.692 -0.226
H 3.889 1.190 -0.239
N -1.605 0.598 -3.954
N -2.422 -0.356 -4.568
C -2.921 -1.412 -3.901
N -3.721 -2.213 -4.606
S -2.617 -1.799 -2.276
H -2.119 1.469 -3.823
H -0.791 0.766 -4.535
H -2.785 -0.130 -5.482
H -3.935 -2.053 -5.578
H -4.134 -3.013 -4.159
Br -5.755 5.080 -0.711
C -4.544 3.654 -0.941
C -4.968 2.350 -0.718
C -4.081 1.294 -0.887
C -2.773 1.556 -1.265
C -2.353 2.859 -1.501
C -3.243 3.918 -1.338
H -5.989 2.166 -0.412
H -4.426 0.282 -0.713
H -1.335 3.074 -1.809
H -2.929 4.938 -1.517

Record 3
DFT (ωB97M-V with the def2-TZVPD basis set) results for a 7-piece molecular cluster, C37H33Cl4F3O6 overall in a non-equilibrium geometry.

## Properties
Orbital gap (spin up / spin down) = 5.7 / 2.0 eV
Highest occupied orbital energy (spin up / spin down) = -9.67 / -9.67 eV
Lowest unoccupied orbital energy (spin up / spin down) = -3.943 / -7.677 eV
Total energy = -4021.1100 hartree
2S+1 = 2
Molecular weight = 772.47 g mol⁻¹
Total charge = +1

Atoms and positions in Å:
F -14.529 -24.275 15.545
C -15.226 -25.249 16.121
C -15.976 -26.102 15.333
C -16.839 -27.018 16.044
C -16.682 -27.137 17.456
C -15.778 -26.413 18.180
C -15.100 -25.380 17.512
H -16.065 -26.062 14.257
H -17.620 -27.594 15.570
H -17.419 -27.733 17.976
H -15.660 -26.458 19.252
H -14.430 -24.789 18.118
F -18.963 -33.593 14.374
C -18.748 -32.849 15.435
C -19.754 -31.950 15.754
C -19.648 -31.151 16.854
C -18.474 -31.225 17.683
C -17.455 -32.068 17.352
C -17.513 -32.864 16.166
H -20.652 -31.829 15.165
H -20.403 -30.422 17.109
H -18.414 -30.597 18.559
H -16.578 -32.113 17.981
H -16.698 -33.505 15.865
F -22.193 -23.650 21.294
C -21.887 -23.522 22.591
C -21.463 -24.658 23.349
C -21.029 -24.453 24.670
C -21.105 -23.148 25.219
C -21.688 -22.108 24.457
C -21.984 -22.281 23.145
H -21.433 -25.606 22.831
H -20.807 -25.305 25.295
H -20.970 -23.076 26.288
H -21.695 -21.101 24.847
H -22.563 -21.507 22.663
C -14.649 -26.488 26.200
C -15.365 -27.725 26.193
C -16.721 -27.754 25.746
C -17.332 -26.583 25.270
C -16.656 -25.450 25.260
C -15.380 -25.362 25.757
O -14.841 -24.090 25.886
O -17.394 -28.970 25.645
H -13.710 -26.408 26.728
H -14.962 -28.641 26.600
H -18.343 -26.466 24.909
H -17.004 -24.575 24.731
H -13.883 -24.116 25.823
H -16.644 -29.552 25.497
C -16.225 -32.884 20.543
C -15.310 -31.860 20.582
C -14.106 -32.009 19.886
C -13.844 -33.153 19.185
C -14.782 -34.141 19.098
C -15.889 -34.057 19.866
O -16.827 -34.993 19.667
O -13.175 -31.071 19.904
H -17.199 -32.862 21.008
H -15.488 -30.985 21.188
H -12.849 -33.253 18.779
H -14.623 -35.016 18.485
H -16.703 -35.314 18.771
H -13.422 -30.272 20.375
C -22.362 -34.561 22.735
C -21.050 -34.979 22.409
C -20.022 -34.178 23.014
C -20.301 -33.122 23.868
C -21.644 -32.837 24.275
C -22.614 -33.600 23.707
O -23.894 -33.417 24.140
O -18.732 -34.355 22.589
H -23.111 -35.172 22.253
H -20.846 -35.747 21.677
H -19.537 -32.412 24.149
H -21.832 -32.011 24.945
H -24.490 -33.774 23.477
H -18.679 -35.230 22.197
C -18.324 -28.877 21.842
Cl -19.320 -27.577 22.474
Cl -18.307 -28.745 20.072
Cl -16.688 -28.588 22.503
Cl -18.865 -30.449 22.384

Record 4
DFT (ωB97M-V with the def2-TZVPD basis set) results for C37H33FI2N7ORu as an isolated structure.

## Properties
Orbital gap (spin up / spin down) = 6.3 / 6.2 eV
Highest occupied orbital energy (spin up / spin down) = -6.82 / -6.80 eV
Lowest unoccupied orbital energy (spin up / spin down) = -0.484 / -0.633 eV
Relative energy (zero: lowest compared OMol25 entry of this formula, charge and spin) = 19.2 kJ/mol
Total energy = -2678.5079 hartree
2S+1 = 2
Molecular weight = 965.60 g mol⁻¹

Atoms and positions in Å:
Ru 0.880 0.272 -0.955
C -0.108 -1.506 -4.609
N -0.811 -0.797 -3.552
C -1.618 0.286 -4.101
C -1.570 -1.688 -2.719
C -2.792 -2.188 -3.157
C -3.583 -2.997 -2.360
C -3.140 -3.307 -1.083
C -1.909 -2.855 -0.651
C -1.065 -2.077 -1.465
N 0.217 -1.714 -1.046
C 0.983 -2.623 -0.356
C 0.815 -4.025 -0.409
C 1.586 -4.870 0.359
C 2.575 -4.382 1.205
C 2.809 -3.017 1.224
C 2.047 -2.158 0.449
N 2.371 -0.733 0.352
C 2.452 -0.070 1.677
C 3.717 -0.578 -0.257
H -0.790 -1.969 -5.339
H 0.512 -2.292 -4.174
H 0.540 -0.808 -5.146
H -2.392 -0.067 -4.797
H -0.967 0.969 -4.649
H -2.090 0.842 -3.294
H -3.134 -1.921 -4.149
H -4.531 -3.370 -2.725
H -3.751 -3.905 -0.419
H -1.568 -3.133 0.338
H 0.062 -4.440 -1.064
H 1.415 -5.938 0.292
H 3.163 -5.051 1.818
H 3.605 -2.618 1.840
H 3.292 -0.477 2.245
H 1.542 -0.244 2.244
H 2.598 0.995 1.514
H 4.480 -0.921 0.447
H 3.874 0.473 -0.493
H 3.787 -1.192 -1.148
I -1.290 4.589 -2.723
C 0.312 3.477 -3.442
C 1.070 3.953 -4.521
C 2.103 3.227 -5.047
I 3.146 3.999 -6.684
C 2.440 1.961 -4.499
C 3.435 1.091 -4.992
C 3.607 -0.139 -4.424
C 2.835 -0.499 -3.310
N 1.952 0.311 -2.775
C 1.705 1.515 -3.381
C 0.594 2.261 -2.848
O -0.111 1.741 -1.892
H 0.812 4.912 -4.950
H 4.036 1.397 -5.838
H 4.339 -0.835 -4.809
H 2.924 -1.480 -2.862
F 1.988 1.840 -0.405
N -2.192 2.884 4.956
C -2.651 2.804 6.251
C -3.080 3.765 7.160
C -3.479 3.308 8.400
C -3.453 1.942 8.725
C -3.028 0.994 7.819
C -2.621 1.435 6.560
N -2.160 0.713 5.477
C -1.917 1.602 4.551
C -1.408 1.276 3.220
C -1.061 2.247 2.286
C -0.569 1.862 1.056
N -0.406 0.576 0.718
C -0.749 -0.361 1.613
C -1.258 -0.061 2.857
H -2.103 3.718 4.405
H -3.100 4.819 6.914
H -3.821 4.018 9.140
H -3.775 1.634 9.711
H -3.005 -0.059 8.063
H -1.142 3.306 2.492
H -0.288 2.584 0.301
H -0.612 -1.383 1.294
H -1.522 -0.846 3.549

Record 5
DFT (ωB97M-V with the def2-TZVPD basis set) results for C37H33GeN3O7Ru as an isolated structure in a non-equilibrium geometry.

## Properties
Orbital gap (spin up / spin down) = 6.1 / 6.7 eV
Highest occupied orbital energy (spin up / spin down) = -5.27 / -5.29 eV
Lowest unoccupied orbital energy (spin up / spin down) = 0.874 / 1.444 eV
Relative energy (zero: lowest compared OMol25 entry of this formula, charge and spin) = 337.7 kJ/mol
Total energy = -4292.4037 hartree
2S+1 = 2
Molecular weight = 805.36 g mol⁻¹
Total charge = -1

Atoms and positions in Å:
Ru -0.562 -1.289 1.923
O -0.744 -2.977 0.400
C -1.775 -3.505 -0.100
C -1.755 -3.900 -1.477
C -2.780 -4.603 -2.042
C -3.911 -4.948 -1.291
C -3.999 -4.539 0.014
C -2.982 -3.796 0.631
C -3.185 -3.343 1.964
N -2.411 -2.592 2.653
C -2.779 -2.255 3.998
C -1.492 -2.042 4.804
N -0.855 -0.882 4.255
C -0.496 0.074 5.022
C -0.097 1.375 4.599
C 0.108 2.358 5.577
C 0.228 3.685 5.250
C 0.115 4.076 3.908
C -0.017 3.149 2.919
C -0.066 1.744 3.203
O -0.113 0.932 2.245
H -0.876 -3.633 -2.048
H -2.725 -4.894 -3.083
H -4.720 -5.497 -1.750
H -4.881 -4.786 0.592
H -4.130 -3.686 2.419
H -3.405 -3.035 4.459
H -3.336 -1.306 4.002
H -0.837 -2.908 4.665
H -1.726 -1.917 5.874
H -0.582 -0.060 6.116
H 0.152 2.048 6.615
H 0.378 4.430 6.016
H 0.120 5.129 3.663
H -0.074 3.434 1.880
O -2.499 -0.485 0.629
C -1.767 -0.164 -0.325
O -0.519 -0.126 -0.254
C -2.381 0.172 -1.674
C -1.625 1.307 -2.332
Ge 0.382 1.158 -2.098
C 1.203 -0.525 -2.780
C 1.803 -0.532 -4.034
C 2.473 -1.650 -4.500
C 2.543 -2.789 -3.716
C 1.927 -2.803 -2.476
C 1.267 -1.679 -2.010
C 1.020 2.478 -3.529
C 2.386 2.738 -3.585
C 2.936 3.550 -4.559
C 2.119 4.138 -5.511
C 0.755 3.914 -5.463
C 0.220 3.095 -4.482
C 1.406 1.934 -0.579
C 1.494 3.307 -0.389
C 2.345 3.839 0.566
C 3.127 3.000 1.342
C 3.033 1.630 1.166
C 2.175 1.100 0.218
H -3.440 0.395 -1.541
H -2.284 -0.740 -2.269
H -1.939 2.261 -1.905
H -1.846 1.320 -3.401
H 1.754 0.354 -4.655
H 2.955 -1.627 -5.469
H 3.078 -3.660 -4.070
H 1.976 -3.686 -1.855
H 0.800 -1.706 -1.037
H 3.028 2.278 -2.845
H 4.005 3.724 -4.582
H 2.542 4.765 -6.285
H 0.104 4.373 -6.198
H -0.849 2.934 -4.465
H 0.896 3.974 -1.003
H 2.399 4.913 0.707
H 3.804 3.409 2.083
H 3.644 0.971 1.765
H 2.094 0.030 0.106
O 1.795 -1.844 1.508
N 1.930 -2.744 2.352
O 2.974 -3.348 2.461
O 0.964 -2.995 3.095

Record 6
DFT (ωB97M-V with the def2-TZVPD basis set) results for C37H33N4S4SbTa as an isolated structure in a non-equilibrium geometry.

## Properties
Orbital gap = 6.4 eV
Highest occupied orbital energy = -16.01 eV
Lowest unoccupied orbital energy = -9.588 eV
Relative energy (zero: lowest compared OMol25 entry of this formula, charge and spin) = 0.0 kJ/mol
Total energy = -3537.8917 hartree
Molecular weight = 964.67 g mol⁻¹
Total charge = +3

Atoms and positions in Å:
Ta 0.637 -0.198 0.172
S 1.565 -1.204 -1.837
C 1.293 -2.938 -1.919
C 1.972 -3.666 -2.889
C 1.715 -5.022 -3.037
C 0.777 -5.658 -2.230
C 0.102 -4.934 -1.257
C 0.364 -3.576 -1.121
S -0.299 -2.696 0.241
C -2.014 -2.259 -0.190
C -2.459 -1.525 1.038
C -3.765 -1.552 1.490
C -4.046 -0.978 2.717
C -3.003 -0.486 3.489
C -1.718 -0.517 2.982
C -0.538 -0.209 3.844
S 0.524 0.974 3.001
C 2.113 0.561 3.622
C 2.604 1.201 4.752
C 3.890 0.918 5.199
C 4.672 -0.011 4.526
C 4.180 -0.654 3.396
C 2.903 -0.352 2.935
S 2.373 -1.205 1.489
N -1.465 -0.954 1.740
H 2.700 -3.172 -3.522
H 2.257 -5.590 -3.784
H 0.590 -6.718 -2.339
H -0.609 -5.423 -0.598
H -2.587 -3.171 -0.335
H -2.040 -1.661 -1.101
H -4.539 -2.034 0.904
H -5.061 -0.971 3.098
H -3.184 -0.112 4.490
H 0.046 -1.111 4.020
H -0.843 0.218 4.796
H 1.983 1.912 5.284
H 4.281 1.427 6.073
H 5.673 -0.238 4.876
H 4.785 -1.387 2.869
C 4.144 0.680 -0.601
C 3.251 1.310 -1.626
C 3.808 1.817 -2.795
C 3.015 2.444 -3.731
C 1.661 2.613 -3.464
C 1.144 2.089 -2.299
N 1.915 1.421 -1.399
Sb -0.802 2.824 -1.715
C -0.157 1.915 0.424
C 0.711 2.983 0.735
C 0.225 4.075 1.456
C -1.104 4.098 1.819
C -1.960 3.044 1.437
C -3.421 3.081 1.778
N -1.491 1.992 0.768
C -2.155 1.327 -2.409
C -3.423 1.798 -2.709
C -4.284 0.953 -3.401
C -3.823 -0.289 -3.776
C -2.524 -0.690 -3.441
C -2.006 -2.013 -3.935
N -1.705 0.102 -2.731
H 5.147 1.103 -0.672
H 3.766 0.852 0.402
H 4.229 -0.397 -0.763
H 4.874 1.717 -2.957
H 3.447 2.838 -4.645
H 1.028 3.154 -4.159
H 1.750 2.948 0.434
H 0.888 4.889 1.729
H -1.506 4.928 2.392
H -3.871 4.019 1.446
H -3.950 2.244 1.328
H -3.548 3.038 2.864
H -3.732 2.795 -2.420
H -5.280 1.284 -3.673
H -4.450 -0.957 -4.357
H -2.318 -2.170 -4.969
H -0.920 -2.034 -3.898
H -2.404 -2.850 -3.352